i.
DFT (wB97M-V/def2-TZVPD) results for a single C4H8N4O2 molecule.

Values from the calculation:
* spin multiplicity: 1
* charge: 0
* structure (SMILES): NC(=O)C/N=C/NC(N)=O
* HOMO-LUMO gap: 9.91 eV
* HOMO: -9.5 eV

```
18
C4H8N4O2 | the OMol25 dataset | wB97M-V/def2-TZVPD
O 1.917 -0.083 1.836
O -1.463 -1.083 -3.608
N 0.905 0.684 3.710
N 0.158 -2.034 -2.544
N -0.022 0.042 -0.519
N -0.207 0.809 1.704
C -0.431 0.875 0.345
C -0.789 -1.087 -2.555
C 0.956 0.439 2.378
C -0.452 0.233 -1.879
H 0.594 -2.240 -1.653
H 1.642 0.313 4.290
H 0.154 1.185 4.160
H -0.999 1.085 2.270
H 0.365 0.689 -2.462
H 0.073 -2.447 -3.566
H -1.341 0.880 -1.993
H -1.060 1.741 0.084
```

ii.
DFT (wB97M-V/def2-TZVPD) results for a single C4H8N4O2 molecule.

Values from the calculation:
* spin multiplicity: 1
* charge: 0
* structure (SMILES): [H]/N=C1/N[C@H](C(=O)O)N(C)N1
* HOMO-LUMO gap: 9.86 eV
* HOMO: -9.4 eV

```
18
C4H8N4O2 | the OMol25 dataset | wB97M-V/def2-TZVPD
O 1.091 -2.542 -1.008
O 3.107 -1.577 -0.990
N -0.223 -0.590 0.002
N 1.549 0.768 -0.416
N 0.394 2.383 -1.744
N -0.482 0.250 -1.146
C 1.939 -1.578 -0.700
C 1.233 -0.465 0.122
C -0.910 0.064 1.174
C 0.472 1.303 -1.163
H -0.511 2.569 -2.192
H -1.488 0.521 -1.210
H 1.641 -0.469 1.271
H 2.522 1.041 -0.596
H -2.057 -0.209 0.966
H 0.303 -2.390 -0.461
H -0.343 -0.273 2.122
H -0.924 1.149 0.980
```

The structure with the greatest stability is i.